This record from the OMol25 dataset describes a structure of composition CF5LiO3PTl. The level of theory is ωB97M-V/def2-TZVPD.

The HOMO energy is -8.8 eV. The calculation puts the energy above the lowest of the compared OMol25 structures with the same formula, charge and spin at 32.1 kcal/mol. For the HOMO-LUMO gap, the calculation gives 7.422 eV.

Cartesian coordinates (Å):
P1 1.344 0.603 0.041
F1 1.814 1.220 1.431
F2 -1.069 1.916 1.075
F3 2.657 -0.346 0.057
F4 2.195 1.498 -0.990
F5 0.182 1.293 -0.886
O1 0.509 -0.718 0.485
O2 -0.775 -2.512 0.395
C1 -0.628 -1.342 0.036
O3 -1.499 -0.677 -0.578
Li1 -2.608 -2.374 -0.400
Tl1 -2.123 1.438 -0.667

Force components x, y, z for each atom (eV/Å):
P 3.5 0.4 0.2
F -2.2 0.1 -1.9
F 0.5 0.0 1.2
F -0.9 -0.3 -0.6
F 0.9 0.0 0.8
F 0.6 -1.5 1.2
O -0.1 0.8 -0.5
O -0.2 -0.1 -0.4
C 0.0 0.1 1.3
O 0.0 -2.1 -0.6
Li 0.7 0.3 0.2
Tl -2.8 2.4 -0.9

So, what does the Mulliken scheme give us? The charges, in e, come out as: 1.115, -0.217, -0.714, -0.286, -0.293, -0.229, -0.275, -0.798, 1.019, -0.777, 0.875, 0.580